Record 1
{"formula": "C5H20", "method": "ωB97M-V with the def2-TZVPD basis set", "homo_lumo_gap_ev": 12.48, "total_energy_ev": -5507.0382, "de_lowest_ev": 2.139, "lumo_ev": 0.7, "smiles": "C.C.C.C.C", "total_charge": 0, "symbols": ["C", "H", "H", "H", "H", "C", "H", "H", "H", "H", "C", "H", "H", "H", "H", "C", "H", "H", "H", "H", "C", "H", "H", "H", "H"], "xyz": [[-1.29, -0.27, -3.75], [-1.29, -0.89, -4.72], [-1.29, -0.95, -2.96], [-0.54, 0.47, -3.63], [-2.24, 0.41, -3.72], [2.34, -2.31, -1.01], [2.87, -3.22, -0.66], [2.89, -1.40, -1.06], [1.87, -2.76, -1.94], [1.50, -2.24, -0.38], [2.13, -2.18, 2.48], [1.63, -2.51, 3.39], [1.70, -1.15, 2.31], [3.14, -2.10, 2.71], [1.90, -2.72, 1.61], [-2.90, 1.50, 4.66], [-3.19, 2.49, 4.58], [-2.87, 1.09, 3.71], [-1.96, 1.22, 5.12], [-3.45, 1.35, 5.48], [-0.19, 3.24, -2.42], [-0.10, 3.19, -3.44], [0.61, 3.71, -1.95], [-1.10, 3.90, -2.13], [-0.58, 2.22, -2.05]]}



Record 2
{"formula": "C67H151N8O", "method": "ωB97M-V with the def2-TZVPD basis set", "homo_lumo_gap_ev": 6.90, "total_energy_ev": -85814.4038, "de_lowest_ev": 11.769, "lumo_ev": -12.4, "total_charge": 7, "symbols": ["C", "C", "C", "O", "H", "H", "H", "H", "H", "H", "H", "C", "C", "C", "N", "C", "C", "C", "C", "C", "H", "H", "H", "H", "H", "H", "H", "H", "H", "H", "H", "H", "H", "H", "H", "H", "H", "H", "C", "C", "C", "N", "C", "C", "C", "C", "C", "H", "H", "H", "H", "H", "H", "H", "H", "H", "H", "H", "H", "H", "H", "H", "H", "H", "H", "C", "C", "C", "N", "C", "C", "C", "C", "C", "H", "H", "H", "H", "H", "H", "H", "H", "H", "H", "H", "H", "H", "H", "H", "H", "H", "H", "C", "C", "C", "N", "C", "C", "C", "C", "C", "H", "H", "H", "H", "H", "H", "H", "H", "H", "H", "H", "H", "H", "H", "H", "H", "H", "H", "C", "C", "C", "N", "C", "C", "C", "C", "C", "H", "H", "H", "H", "H", "H", "H", "H", "H", "H", "H", "H", "H", "H", "H", "H", "H", "H", "C", "C", "C", "N", "C", "C", "C", "C", "C", "H", "H", "H", "H", "H", "H", "H", "H", "H", "H", "H", "H", "H", "H", "H", "H", "H", "H", "C", "C", "C", "N", "C", "C", "C", "C", "C", "H", "H", "H", "H", "H", "H", "H", "H", "H", "H", "H", "H", "H", "H", "H", "H", "H", "H", "C", "C", "C", "N", "C", "C", "C", "C", "C", "H", "H", "H", "H", "H", "H", "H", "H", "H", "H", "H", "H", "H", "H", "H", "H", "H", "H"], "xyz": [[6.11, 25.42, 19.77], [4.85, 25.85, 20.53], [3.62, 24.88, 20.23], [5.08, 25.92, 21.92], [6.22, 24.36, 20.00], [6.99, 25.96, 20.12], [6.26, 25.61, 18.70], [4.60, 26.83, 20.13], [2.64, 25.17, 20.61], [3.65, 23.87, 20.63], [3.55, 24.85, 19.14], [5.74, 15.00, 18.51], [5.23, 16.07, 19.48], [5.55, 17.53, 19.37], [4.81, 18.60, 20.33], [4.99, 18.22, 21.85], [3.32, 18.72, 20.11], [2.85, 20.11, 20.75], [4.08, 20.99, 20.62], [5.24, 20.10, 19.98], [5.64, 15.52, 17.56], [5.07, 14.14, 18.61], [6.77, 14.66, 18.59], [5.51, 15.70, 20.47], [4.14, 16.14, 19.45], [5.30, 17.86, 18.36], [6.59, 17.84, 19.32], [4.50, 17.34, 22.26], [4.50, 19.08, 22.33], [6.02, 18.25, 22.21], [2.82, 17.86, 20.56], [3.14, 18.62, 19.04], [2.46, 19.88, 21.74], [1.98, 20.50, 20.23], [4.51, 21.57, 21.43], [3.85, 21.68, 19.81], [6.19, 20.29, 20.48], [5.17, 20.28, 18.91], [1.18, 25.51, 17.32], [-0.24, 26.04, 17.00], [-0.26, 27.22, 16.12], [-1.57, 27.96, 15.90], [-2.62, 26.88, 15.51], [-1.31, 29.09, 14.90], [-0.78, 30.14, 15.80], [-1.46, 30.10, 17.22], [-2.13, 28.72, 17.15], [1.80, 26.13, 17.98], [1.73, 25.28, 16.41], [1.09, 24.62, 17.95], [-0.79, 26.26, 17.92], [-0.64, 25.17, 16.48], [0.23, 27.01, 15.17], [0.41, 27.96, 16.57], [-3.52, 27.40, 15.17], [-2.83, 26.18, 16.32], [-2.09, 26.44, 14.67], [-2.25, 29.29, 14.39], [-0.52, 28.84, 14.19], [-1.02, 31.11, 15.36], [0.30, 30.23, 15.74], [-2.14, 30.91, 17.47], [-0.68, 30.23, 17.97], [-3.20, 28.90, 17.07], [-1.99, 28.22, 18.11], [8.03, 22.65, 18.41], [8.36, 21.64, 17.28], [9.58, 20.67, 17.69], [9.57, 19.28, 17.05], [10.78, 18.57, 17.69], [8.38, 18.41, 17.40], [7.97, 17.65, 16.15], [8.48, 18.55, 15.00], [9.68, 19.30, 15.51], [8.89, 23.27, 18.62], [7.86, 22.08, 19.32], [7.16, 23.30, 18.28], [8.69, 22.05, 16.32], [7.42, 21.17, 17.01], [9.61, 20.49, 18.77], [10.57, 21.04, 17.46], [10.48, 18.48, 18.73], [11.65, 19.23, 17.73], [10.98, 17.54, 17.39], [8.42, 17.82, 18.31], [7.63, 19.18, 17.58], [8.59, 16.75, 16.19], [6.95, 17.28, 16.16], [8.78, 17.97, 14.13], [7.81, 19.35, 14.70], [10.59, 18.87, 15.11], [9.76, 20.36, 15.27], [4.14, 25.97, 25.47], [2.64, 25.79, 25.26], [2.37, 24.57, 24.25], [0.90, 24.09, 24.15], [0.53, 23.66, 25.62], [0.91, 22.90, 23.08], [-0.08, 23.27, 21.99], [-0.19, 24.74, 22.03], [-0.11, 25.10, 23.55], [4.59, 25.10, 25.96], [4.38, 26.90, 25.98], [4.70, 26.01, 24.54], [2.20, 26.72, 24.90], [2.34, 25.55, 26.28], [2.77, 23.68, 24.73], [2.79, 24.56, 23.25], [0.28, 24.58, 26.14], [1.27, 23.13, 26.23], [-0.39, 23.07, 25.57], [0.60, 22.10, 23.75], [1.93, 22.70, 22.73], [-1.07, 22.82, 22.13], [0.27, 23.05, 20.98], [-1.00, 25.20, 21.46], [0.71, 25.11, 21.55], [-1.11, 25.03, 23.98], [0.39, 26.01, 23.88], [0.47, 33.26, 18.97], [1.01, 32.54, 20.19], [1.62, 31.13, 19.75], [2.14, 30.27, 20.92], [3.36, 30.92, 21.64], [0.93, 29.68, 21.68], [0.44, 28.35, 20.97], [1.47, 28.11, 19.88], [2.64, 28.88, 20.47], [1.00, 32.92, 18.08], [0.40, 34.33, 19.12], [-0.50, 32.78, 18.82], [0.32, 32.56, 21.04], [1.85, 33.12, 20.56], [2.50, 31.39, 19.17], [0.87, 30.49, 19.28], [4.18, 30.86, 20.92], [3.58, 30.29, 22.50], [3.03, 31.92, 21.90], [1.41, 29.36, 22.61], [0.09, 30.30, 21.96], [0.39, 27.48, 21.62], [-0.61, 28.39, 20.68], [1.84, 27.09, 19.91], [1.19, 28.33, 18.85], [2.93, 28.26, 21.32], [3.48, 28.97, 19.79], [5.61, 22.84, 28.39], [6.85, 22.40, 27.56], [6.75, 23.15, 26.19], [7.85, 22.87, 25.13], [9.17, 23.54, 25.56], [7.34, 23.47, 23.84], [6.51, 22.45, 23.17], [6.75, 21.16, 23.93], [8.01, 21.44, 24.77], [4.79, 22.65, 27.71], [5.57, 23.93, 28.47], [5.46, 22.47, 29.40], [6.96, 21.32, 27.42], [7.61, 22.84, 28.21], [7.08, 24.12, 26.56], [5.83, 23.14, 25.61], [8.96, 24.61, 25.56], [9.95, 23.27, 24.85], [9.54, 23.09, 26.48], [8.25, 23.69, 23.27], [6.89, 24.45, 23.98], [6.82, 22.44, 22.13], [5.44, 22.66, 23.15], [6.97, 20.32, 23.28], [5.92, 20.95, 24.61], [8.92, 21.33, 24.19], [7.97, 20.85, 25.69], [10.69, 28.58, 20.71], [9.92, 28.33, 22.11], [8.43, 28.72, 21.95], [7.62, 28.77, 23.32], [7.64, 27.29, 23.95], [6.22, 29.27, 23.08], [5.85, 30.18, 24.27], [6.95, 30.19, 25.30], [8.16, 29.74, 24.34], [10.79, 29.62, 20.41], [10.34, 27.94, 19.89], [11.73, 28.27, 20.77], [10.28, 28.90, 22.97], [10.06, 27.27, 22.35], [8.02, 28.04, 21.19], [8.45, 29.77, 21.66], [7.22, 26.59, 23.22], [7.04, 27.14, 24.84], [8.68, 27.06, 24.16], [5.60, 28.38, 23.13], [6.11, 29.93, 22.22], [4.96, 30.00, 24.88], [5.71, 31.22, 23.97], [6.87, 29.49, 26.14], [7.18, 31.17, 25.71], [8.91, 29.29, 24.99], [8.53, 30.64, 23.85], [5.24, 24.61, 15.73], [4.65, 23.45, 14.95], [4.60, 23.73, 13.38], [4.34, 22.41, 12.57], [3.07, 21.72, 13.02], [4.24, 22.92, 11.09], [5.21, 22.02, 10.29], [6.30, 21.74, 11.31], [5.47, 21.36, 12.49], [5.16, 24.45, 16.81], [4.78, 25.55, 15.45], [6.30, 24.70, 15.49], [3.66, 23.21, 15.32], [5.39, 22.67, 15.13], [5.45, 24.27, 12.96], [3.75, 24.40, 13.25], [2.96, 20.84, 12.38], [2.16, 22.31, 13.07], [3.20, 21.40, 14.05], [3.25, 22.79, 10.65], [4.48, 23.98, 11.00], [4.71, 21.08, 10.04], [5.59, 22.55, 9.42], [7.14, 21.08, 11.07], [6.71, 22.72, 11.50], [5.08, 20.38, 12.26], [6.00, 21.39, 13.45]]}



Record 3
{"formula": "C25H57F3N6O15S", "method": "ωB97M-V with the def2-TZVPD basis set", "homo_lumo_gap_ev": 1.16, "total_energy_ev": -85461.8455, "lumo_ev": -7.1, "total_charge": 2, "symbols": ["C", "F", "F", "F", "S", "O", "O", "O", "C", "C", "O", "N", "H", "H", "C", "H", "H", "H", "H", "H", "H", "C", "C", "O", "N", "H", "H", "C", "H", "H", "H", "H", "H", "H", "C", "C", "O", "N", "H", "H", "C", "H", "H", "H", "H", "H", "H", "C", "C", "O", "N", "H", "H", "C", "H", "H", "H", "H", "H", "H", "C", "C", "O", "N", "H", "H", "C", "H", "H", "H", "H", "H", "H", "C", "C", "O", "N", "H", "H", "C", "H", "H", "H", "H", "H", "H", "C", "C", "O", "O", "H", "H", "H", "C", "C", "O", "O", "H", "H", "H", "C", "C", "O", "O", "H", "H", "H"], "xyz": [[13.50, 13.70, 15.56], [14.80, 13.80, 15.90], [13.01, 12.47, 15.95], [12.90, 14.80, 15.98], [13.50, 13.64, 13.61], [13.49, 15.05, 13.25], [14.74, 12.96, 13.20], [12.25, 12.93, 13.17], [18.51, 15.75, 16.56], [18.07, 15.10, 15.30], [17.86, 13.94, 15.16], [17.75, 16.13, 14.22], [17.81, 17.10, 14.48], [18.43, 16.00, 13.48], [16.30, 15.98, 13.65], [19.19, 16.58, 16.38], [19.13, 15.08, 17.16], [17.74, 16.12, 17.24], [16.16, 16.61, 12.77], [15.55, 16.30, 14.38], [16.15, 14.98, 13.26], [14.43, 11.52, 19.13], [15.36, 10.38, 19.00], [15.53, 9.81, 17.99], [15.99, 9.83, 20.29], [15.94, 10.57, 20.97], [15.24, 9.23, 20.58], [17.41, 9.33, 20.12], [13.97, 11.42, 20.11], [13.64, 11.47, 18.38], [14.92, 12.48, 19.31], [18.03, 10.19, 19.87], [17.51, 8.62, 19.29], [17.77, 8.84, 21.03], [13.12, 12.33, 9.69], [14.49, 12.91, 9.53], [15.14, 13.46, 10.36], [15.10, 12.78, 8.17], [14.42, 12.42, 7.51], [15.18, 13.73, 7.83], [16.41, 11.94, 8.07], [12.85, 12.56, 10.72], [12.94, 11.26, 9.64], [12.40, 12.78, 9.01], [17.23, 12.39, 8.62], [16.63, 11.82, 7.01], [16.01, 11.01, 8.48], [20.74, 10.46, 12.29], [19.72, 11.47, 12.74], [19.81, 12.17, 13.79], [18.57, 11.76, 11.79], [18.60, 12.72, 11.47], [18.65, 11.27, 10.91], [17.18, 11.52, 12.50], [21.26, 10.12, 13.19], [21.49, 10.88, 11.64], [20.25, 9.60, 11.83], [16.55, 12.04, 11.78], [17.07, 12.08, 13.43], [17.01, 10.44, 12.59], [9.63, 15.38, 13.27], [8.79, 16.57, 13.67], [7.83, 16.47, 14.40], [9.13, 17.98, 13.13], [9.55, 18.47, 13.91], [9.69, 18.01, 12.29], [7.88, 18.71, 12.68], [10.67, 15.71, 13.26], [9.39, 15.01, 12.27], [9.53, 14.53, 13.94], [7.16, 18.09, 12.14], [8.11, 19.60, 12.10], [7.43, 19.14, 13.58], [14.31, 7.74, 9.79], [14.47, 8.87, 10.87], [15.26, 9.80, 10.69], [13.63, 8.69, 12.13], [12.73, 8.33, 11.86], [14.13, 8.02, 12.70], [13.37, 10.00, 12.91], [13.39, 7.94, 9.24], [14.18, 6.75, 10.24], [15.13, 7.51, 9.11], [12.86, 9.66, 13.82], [12.77, 10.59, 12.21], [14.32, 10.50, 13.06], [12.20, 16.17, 9.91], [11.37, 17.44, 9.82], [11.68, 18.30, 8.96], [10.41, 17.65, 10.60], [13.28, 16.31, 9.80], [11.94, 15.52, 9.07], [12.05, 15.58, 10.82], [10.51, 10.89, 15.66], [10.03, 11.90, 16.61], [9.51, 12.96, 16.27], [10.14, 11.72, 17.84], [11.52, 10.60, 15.96], [10.53, 11.32, 14.66], [9.85, 10.04, 15.75], [12.16, 18.18, 15.59], [11.08, 19.25, 15.97], [11.51, 20.26, 16.45], [9.84, 19.12, 15.83], [12.70, 17.64, 16.37], [12.80, 18.72, 14.89], [11.67, 17.42, 14.99]]}



no.,HOMO energy (eV)
1,-11.73
2,-19.28
3,-8.22